*A*
{"formula": "H4N2O", "method": "the ωB97M-V functional and the def2-TZVPD basis", "homo_ev": -7.2, "gap_ev": 7.90, "smiles": "[H]/N=N\\[H].O", "multiplicity": 1, "elements": ["H", "N", "N", "H", "O", "H", "H"], "xyz": [[0.0014, 0.1091, 0.2110], [0.9403, -0.2242, 0.0694], [2.0693, 0.0355, -0.1196], [2.6815, 0.7344, 0.3670], [-2.3276, 0.0086, -0.1230], [-2.4247, 0.9229, 0.1697], [-2.7046, -0.5143, 0.5874]]}



*B*
{"formula": "H4N2O", "method": "the ωB97M-V functional and the def2-TZVPD basis", "homo_ev": -8.8, "gap_ev": 9.18, "smiles": "N=O.N", "multiplicity": 1, "elements": ["N", "O", "H", "N", "H", "H", "H"], "xyz": [[0.0789, 1.9532, 0.4657], [0.8682, 2.1358, 1.3665], [0.1677, 0.9342, 0.2704], [-0.1897, -1.0009, -0.5364], [-1.1967, -1.0849, -0.4182], [0.0591, -1.3732, -1.3934], [0.2126, -1.5642, 0.2456]]}



Top of the stability list: *B*, leading by 87.1 kJ/mol.



*A*
{"formula": "C4H6FN", "method": "the ωB97M-V functional and the def2-TZVPD basis", "homo_ev": -11.9, "gap_ev": 12.33, "multiplicity": 1, "elements": ["C", "C", "C", "C", "H", "H", "H", "H", "H", "H", "N", "F"], "xyz": [[0.0214, -1.3057, -0.3269], [0.5456, 0.1359, -0.0065], [-0.1237, 0.8596, 0.9892], [0.0109, 0.9894, -1.2773], [0.3934, -1.6582, -1.6149], [-1.2667, -1.4472, 0.1178], [0.5223, -1.9791, 0.4798], [1.6822, -0.0554, -0.1954], [0.4264, 1.7767, 1.1547], [-1.1886, 0.9428, 0.5086], [-0.5380, 1.4122, -2.2495], [-0.4852, 0.3288, 2.4203]]}



*B*
{"formula": "C4H6FN", "method": "the ωB97M-V functional and the def2-TZVPD basis", "homo_ev": -9.9, "gap_ev": 10.49, "smiles": "C=C(C)C#N.F", "multiplicity": 1, "elements": ["C", "C", "C", "C", "N", "H", "H", "H", "H", "H", "F", "H"], "xyz": [[-0.5863, -0.6469, 1.2911], [-0.1380, -0.4901, 0.0393], [-0.8338, 0.2959, -1.0042], [0.8826, -1.4185, -0.4162], [1.6293, -2.2372, -0.7807], [-1.1958, -0.0661, 1.8846], [0.0395, -1.3476, 1.7915], [-0.1993, 0.6085, -1.7360], [-1.3671, 1.2137, -0.5000], [-1.6773, -0.1580, -1.3838], [1.4321, 1.8293, 0.1875], [2.0141, 2.4170, 0.6270]]}



Top of the stability list: *B*, leading by 274.9 kJ/mol.